{
  "formula": "C21H29AsMnN2S4",
  "method": "the ωB97M-V functional and the def2-TZVPD basis",
  "homo_lumo_gap_ha": [0.260, 0.260],
  "e_homo_ev": [-11.75, -11.76],
  "charge": 1,
  "symbols": ["Mn", "C", "N", "C", "C", "C", "C", "C", "C", "C", "C", "H", "H", "H", "H", "H", "H", "H", "H", "H", "H", "H", "H", "S", "As", "S", "S", "S", "C", "C", "C", "C", "C", "C", "C", "C", "C", "C", "C", "C", "N", "H", "H", "H", "H", "H", "H", "H", "H", "H", "H", "H", "H", "H", "H", "H", "H", "H"],
  "xyz": [[-0.3398, -0.3802, -1.1582], [2.0100, -0.9335, -3.0722], [1.7751, -0.4357, -1.6939], [2.6284, -1.2295, -0.7865], [2.2511, 0.9662, -1.6536], [1.1532, 1.8768, -2.0734], [1.4269, 3.1143, -2.6421], [0.3904, 3.9826, -2.9350], [-0.9161, 3.6094, -2.6515], [-1.1884, 2.3705, -2.0910], [-0.1549, 1.4736, -1.8023], [3.0653, -0.8008, -3.3244], [1.3976, -0.3758, -3.7780], [1.7767, -1.9919, -3.1436], [3.6803, -1.0774, -1.0470], [2.4006, -2.2849, -0.8883], [2.4661, -0.9188, 0.2438], [3.1317, 1.0726, -2.2938], [2.5727, 1.1896, -0.6342], [2.4519, 3.3938, -2.8564], [0.5985, 4.9438, -3.3858], [-1.7337, 4.2809, -2.8794], [-2.2212, 2.1271, -1.8979], [-4.1215, -3.5975, -1.9953], [-2.6952, -1.9925, -2.2640], [-2.7190, -0.1928, -1.1761], [-0.6071, -2.3167, -2.4343], [-4.0723, -2.4737, -3.8569], [-2.0383, -3.1858, 1.1984], [-0.6442, -3.0747, 1.8132], [0.4656, -3.5176, 0.8751], [-0.4496, -1.7138, 2.4532], [-0.4932, -1.7268, 3.8375], [-0.4299, -0.5681, 4.5857], [-0.3393, 0.6569, 3.9582], [-0.2831, 0.7716, 2.5792], [-0.2594, 2.1929, 2.0581], [1.0169, 2.5302, 1.2970], [-1.5547, 2.5369, 1.3218], [-0.3072, -0.4378, 1.7963], [-0.2381, -0.3522, 0.4216], [-2.1331, -4.1236, 0.6483], [-2.2375, -2.3567, 0.5271], [-2.8052, -3.1619, 1.9736], [-0.6206, -3.7702, 2.6544], [0.4936, -2.9054, -0.0139], [0.2881, -4.5471, 0.5607], [1.4388, -3.4761, 1.3676], [-0.5984, -2.6780, 4.3424], [-0.4727, -0.6202, 5.6660], [-0.3184, 1.5603, 4.5530], [-0.2501, 2.8117, 2.9575], [1.1620, 1.8581, 0.4628], [1.8847, 2.4622, 1.9555], [0.9645, 3.5457, 0.9019], [-1.7520, 1.8473, 0.5099], [-1.4941, 3.5412, 0.9020], [-2.4027, 2.5016, 2.0072]],
  "atomic_forces_ev_per_a": [[0.134, 0.222, 0.106], [-0.005, 0.068, -0.026], [-0.105, -0.136, 0.034], [-0.016, -0.027, 0.023], [0.093, -0.004, -0.040], [0.028, 0.081, 0.053], [0.017, -0.048, -0.025], [-0.016, 0.012, -0.009], [-0.010, -0.001, -0.022], [0.047, 0.031, -0.055], [-0.116, -0.120, 0.049], [-0.004, 0.004, -0.008], [-0.004, -0.009, -0.005], [-0.010, 0.002, 0.002], [-0.005, 0.000, 0.014], [-0.064, -0.091, 0.011], [-0.018, -0.009, 0.009], [0.033, -0.008, 0.038], [-0.046, -0.017, -0.022], [-0.001, 0.004, 0.009], [-0.006, 0.004, 0.010], [0.003, 0.004, 0.013], [-0.012, -0.025, -0.005], [-0.003, -0.027, -0.012], [-0.066, -0.025, 0.031], [0.159, -0.013, 0.157], [0.057, 0.102, 0.099], [-0.009, -0.008, 0.002], [-0.058, -0.056, -0.008], [0.061, -0.005, 0.056], [0.092, -0.038, 0.004], [0.056, 0.193, -0.041], [0.010, -0.010, -0.030], [-0.011, -0.014, 0.136], [0.050, 0.029, -0.029], [-0.025, -0.166, -0.043], [-0.014, -0.010, -0.001], [0.000, 0.027, -0.017], [-0.002, 0.038, 0.017], [-0.144, -0.002, -0.064], [-0.043, -0.042, 0.166], [-0.015, -0.018, 0.008], [-0.024, 0.103, -0.125], [-0.004, 0.009, -0.017], [-0.011, -0.024, -0.052], [0.053, 0.080, -0.178], [0.014, 0.005, 0.007], [-0.009, 0.013, 0.002], [0.011, 0.014, -0.001], [0.009, -0.002, 0.001], [-0.002, -0.014, 0.002], [0.004, 0.033, -0.046], [-0.056, -0.021, -0.044], [0.000, -0.011, -0.008], [0.008, 0.003, 0.012], [-0.010, -0.084, -0.142], [-0.005, 0.016, 0.006], [0.009, -0.012, -0.005]],
  "lowdin_charge": [0.199, -0.114, -0.308, -0.062, -0.158, -0.248, -0.023, -0.054, -0.062, -0.132, -0.162, 0.104, 0.099, 0.036, 0.108, 0.083, 0.093, 0.137, 0.121, 0.122, 0.113, 0.113, 0.036, 0.156, -0.166, 0.346, 0.325, 0.172, -0.055, -0.366, -0.067, -0.096, -0.017, -0.016, -0.015, -0.100, -0.357, -0.034, -0.036, -0.150, 0.047, 0.084, -0.002, 0.097, 0.126, -0.013, 0.094, 0.093, 0.123, 0.123, 0.124, 0.125, 0.024, 0.095, 0.096, 0.015, 0.091, 0.093]
}